Entry 1:
Entry from the Open Molecules 2025 dataset: a cluster of 4 separate species, C24H30N4O5 in total at a distorted geometry (wB97M-V/def2-TZVPD).

The molar mass is 454.5 g mol⁻¹. For the energy relative to the best compared isomer or geometry (same formula, charge and spin), the calculation gives 1188.40 kJ/mol. For the LUMO energy, the calculation gives -0.793 eV. Its charge is 0. The electronic energy is -41563.6128 eV. The HOMO-LUMO gap comes out at 7.975 eV. As for the SMILES: O=C1C=CC(=O)c2cc(-c3cccnc3)ccc21.CN(C)C=O.CN(C)C=O.CN(C)C=O.

```
63
C24H30N4O5 wB97M-V/def2-TZVPD
O -1.21283 1.83404 -1.65899
C -0.68685 1.07035 -0.81074
C -1.36653 0.73084 0.61413
C -0.56328 0.60983 1.79220
C 1.03367 0.80191 1.64879
O 1.74656 1.35103 2.52861
C 1.64328 0.26175 0.25528
C 3.03522 -0.39256 0.12403
C 3.50481 -0.91642 -1.27665
C 4.92380 -1.62096 -1.36031
C 6.29247 -0.84977 -1.39746
C 7.58658 -1.74145 -1.46236
C 7.37916 -3.27255 -1.50564
N 6.14929 -3.99351 -1.47711
C 4.99110 -3.16711 -1.38798
C 2.61275 -0.79407 -2.54825
C 1.21232 -0.13765 -2.43845
C 0.75657 0.38593 -1.04239
H -2.49199 0.58336 0.68388
H -1.06294 0.35640 2.79623
H 3.71056 -0.49162 1.04882
H 6.30952 0.28737 -1.34523
H 8.59467 -1.20487 -1.48236
H 8.33886 -3.90780 -1.57429
H 3.97621 -3.71365 -1.34818
H 3.04963 -1.24094 -3.51268
H 0.52484 -0.04685 -3.33700
C 1.59457 -2.62229 -7.89292
N 1.30013 -1.99018 -6.62308
C 0.24449 -2.53937 -5.79315
C 1.98315 -0.89655 -6.18405
O 1.78453 -0.32001 -5.12848
H 0.69973 -2.59649 -8.51993
H 1.88607 -3.66058 -7.71518
H 2.40663 -2.10633 -8.40766
H -0.51674 -1.77290 -5.62770
H 0.66328 -2.83146 -4.82690
H -0.20795 -3.40756 -6.27410
H 2.76155 -0.56115 -6.88796
C -2.15092 4.28744 6.12576
N -1.76293 3.43866 5.01785
C -0.35439 3.15414 4.80945
C -2.67666 2.89996 4.16663
O -2.41474 2.17936 3.21730
H -1.67946 5.26623 6.00690
H -1.81373 3.83069 7.05967
H -3.23421 4.41437 6.16080
H -0.06126 3.50208 3.81624
H -0.19462 2.07476 4.86304
H 0.25266 3.65243 5.56636
H -3.71475 3.17780 4.41302
C -5.31516 1.12577 2.65305
N -6.17886 0.16023 3.30236
C -7.46577 -0.14366 2.70721
C -5.81903 -0.47143 4.45569
O -6.49570 -1.28991 5.04992
H -5.83503 2.08614 2.59639
H -5.08443 0.77426 1.64387
H -4.38430 1.25490 3.20810
H -8.25679 0.09326 3.42304
H -7.51090 -1.21077 2.47611
H -7.61154 0.43576 1.79446
H -4.82433 -0.16861 4.82201
```

Charge distribution, natural (NBO) scheme, values in e: number 1, O, carries -0.515; number 2, C, carries 0.531; number 3, C, carries -0.255; number 4, C, carries -0.242; number 5, C, carries 0.537; number 6, O, carries -0.528; number 7, C, carries -0.118; number 8, C, carries -0.180; number 9, C, carries -0.059; number 10, C, carries -0.103; number 11, C, carries -0.161; number 12, C, carries -0.274; number 13, C, carries 0.020; number 14, N, carries -0.426; number 15, C, carries 0.034; number 16, C, carries -0.183; number 17, C, carries -0.172; number 18, C, carries -0.107; number 19, H, carries 0.242; number 20, H, carries 0.264; number 21, H, carries 0.249; number 22, H, carries 0.238; number 23, H, carries 0.239; number 24, H, carries 0.208; number 25, H, carries 0.213; number 26, H, carries 0.254; number 27, H, carries 0.273; number 28, C, carries -0.399; number 29, N, carries -0.428; number 30, C, carries -0.420; number 31, C, carries 0.538; number 32, O, carries -0.642; number 33, H, carries 0.198; number 34, H, carries 0.198; number 35, H, carries 0.213; number 36, H, carries 0.215; number 37, H, carries 0.216; number 38, H, carries 0.209; number 39, H, carries 0.114; number 40, C, carries -0.399; number 41, N, carries -0.422; number 42, C, carries -0.419; number 43, C, carries 0.535; number 44, O, carries -0.650; number 45, H, carries 0.199; number 46, H, carries 0.199; number 47, H, carries 0.212; number 48, H, carries 0.224; number 49, H, carries 0.218; number 50, H, carries 0.208; number 51, H, carries 0.109; number 52, C, carries -0.409; number 53, N, carries -0.434; number 54, C, carries -0.417; number 55, C, carries 0.527; number 56, O, carries -0.623; number 57, H, carries 0.189; number 58, H, carries 0.192; number 59, H, carries 0.235; number 60, H, carries 0.212; number 61, H, carries 0.213; number 62, H, carries 0.204; number 63, H, carries 0.105



Entry 2:
Entry from the Open Molecules 2025 dataset: a cluster of 2 separate species, C24H30NO2 in total at a distorted geometry (wB97M-V/def2-TZVPD).

The molar mass is 364.5 g mol⁻¹. For the energy relative to the best compared isomer or geometry (same formula, charge and spin), the calculation gives 224.80 kJ/mol. For the LUMO energy, the calculation gives -5.689 eV. Its charge is +1. The electronic energy is -30951.4782 eV. The HOMO-LUMO gap comes out at 3.819 eV.

```
57
C24H30NO2 wB97M-V/def2-TZVPD
C -3.01601 -2.76692 -1.37580
C -2.42049 -4.10523 -0.92517
C -0.88449 -4.10648 -1.04420
C -0.21640 -2.80518 -0.68467
N 1.20614 -2.74690 -0.71232
C 1.97936 -3.97286 -0.99446
C 3.46240 -3.82125 -0.66014
O 4.02148 -2.66507 -1.25784
C 3.36076 -1.48333 -0.83571
C 1.87110 -1.51044 -1.18044
C -0.93977 -1.70023 -0.42754
C -2.42876 -1.61345 -0.54502
H -2.77855 -2.60818 -2.43467
H -4.11364 -2.78113 -1.31695
H -2.70497 -4.29474 0.11718
H -2.85330 -4.93706 -1.49879
H -0.47077 -4.90347 -0.41573
H -0.59929 -4.36044 -2.07127
H 1.55455 -4.79881 -0.41836
H 1.85237 -4.22467 -2.04974
H 3.61979 -3.74850 0.42123
H 4.05019 -4.67806 -1.01254
H 3.51296 -1.38003 0.24523
H 3.87132 -0.63835 -1.31656
H 1.72640 -1.43982 -2.26256
H 1.37565 -0.63893 -0.74344
H -0.42433 -0.80301 -0.13730
H -2.71250 -0.64397 -0.98053
H -2.86854 -1.62289 0.46025
C -4.91524 4.99278 0.57999
O -4.10218 4.88342 -0.56401
C -2.87215 4.30427 -0.31645
C -1.99250 4.13926 -1.40144
C -0.76729 3.56303 -1.23344
C -0.31285 3.11534 0.03518
C 0.96701 2.52715 0.10339
C 1.72448 1.94834 1.15893
C 3.05240 1.56011 0.87340
C 3.87822 1.04924 1.84577
C 3.42435 0.91003 3.14443
C 2.11695 1.24604 3.44681
C 1.27001 1.72721 2.47575
C -1.18978 3.32911 1.12653
C -2.42805 3.88015 0.95217
H -5.86385 5.46049 0.30822
H -5.11138 3.99635 0.98170
H -4.41486 5.61296 1.32674
H -2.31523 4.48890 -2.36635
H -0.11712 3.45177 -2.08233
H 1.49335 2.54503 -0.83536
H 3.42274 1.66869 -0.13207
H 4.88481 0.75429 1.59721
H 4.08155 0.52997 3.91103
H 1.76043 1.12620 4.45549
H 0.23993 1.87282 2.73100
H -0.87636 3.11684 2.12886
H -3.07003 3.99963 1.80674
```

Charge distribution, natural (NBO) scheme, values in e: number 1, C, carries -0.392; number 2, C, carries -0.391; number 3, C, carries -0.453; number 4, C, carries 0.226; number 5, N, carries -0.450; number 6, C, carries -0.242; number 7, C, carries -0.075; number 8, O, carries -0.522; number 9, C, carries -0.074; number 10, C, carries -0.237; number 11, C, carries -0.297; number 12, C, carries -0.421; number 13, H, carries 0.198; number 14, H, carries 0.213; number 15, H, carries 0.200; number 16, H, carries 0.219; number 17, H, carries 0.220; number 18, H, carries 0.215; number 19, H, carries 0.214; number 20, H, carries 0.180; number 21, H, carries 0.164; number 22, H, carries 0.209; number 23, H, carries 0.159; number 24, H, carries 0.189; number 25, H, carries 0.185; number 26, H, carries 0.194; number 27, H, carries 0.176; number 28, H, carries 0.199; number 29, H, carries 0.197; number 30, C, carries -0.265; number 31, O, carries -0.435; number 32, C, carries 0.420; number 33, C, carries -0.271; number 34, C, carries -0.063; number 35, C, carries -0.197; number 36, C, carries 0.119; number 37, C, carries -0.108; number 38, C, carries -0.109; number 39, C, carries -0.228; number 40, C, carries -0.094; number 41, C, carries -0.215; number 42, C, carries -0.123; number 43, C, carries -0.081; number 44, C, carries -0.263; number 45, H, carries 0.227; number 46, H, carries 0.188; number 47, H, carries 0.187; number 48, H, carries 0.254; number 49, H, carries 0.230; number 50, H, carries 0.216; number 51, H, carries 0.224; number 52, H, carries 0.242; number 53, H, carries 0.238; number 54, H, carries 0.238; number 55, H, carries 0.211; number 56, H, carries 0.219; number 57, H, carries 0.237



Entry 3:
Entry from the Open Molecules 2025 dataset: an isolated molecule of C24H30O7S2 (wB97M-V/def2-TZVPD).

The molar mass is 494.6 g mol⁻¹. For the energy relative to the best compared isomer or geometry (same formula, charge and spin), the calculation gives 0.00 kJ/mol. For the LUMO energy, the calculation gives 0.195 eV. Its charge is 0. The electronic energy is -61377.2846 eV. The HOMO-LUMO gap comes out at 9.367 eV. As for the SMILES: CC(=O)CC(C)(C)S(=O)(=O)c1ccc(Oc2ccc(S(=O)(=O)C(C)(C)CC(C)=O)cc2)cc1.

```
63
C24H30O7S2 wB97M-V/def2-TZVPD
C -5.00737 -4.04651 -0.57373
C -4.67949 -2.75273 -1.26526
O -4.75867 -2.60536 -2.45772
C -4.24067 -1.62842 -0.33797
C -5.27448 -0.50612 -0.30559
C -5.32514 0.30348 -1.58205
C -6.64656 -0.98281 0.13584
S -4.73884 0.63175 1.06203
O -4.51758 -0.17450 2.23750
O -5.69215 1.70522 1.15708
C -3.15637 1.32861 0.56200
C -3.12796 2.50868 -0.15997
C -1.91606 3.03303 -0.56285
C -0.73043 2.37323 -0.23726
O 0.43058 2.97473 -0.62240
C 1.57550 2.22240 -0.70824
C 2.73835 2.73460 -0.14290
C 3.90212 1.99074 -0.18751
C 3.89310 0.75270 -0.80016
S 5.34473 -0.30065 -0.69605
O 6.51262 0.53991 -0.70917
O 5.23230 -1.31145 -1.72109
C 5.30517 -1.19405 0.93552
C 6.63263 -1.93946 0.92714
C 5.25513 -0.16924 2.04852
C 4.15240 -2.19126 0.88819
C 2.74603 -1.69925 1.14169
C 1.73804 -2.81772 1.24064
O 2.42360 -0.54233 1.25847
C 2.76200 0.27213 -1.43191
C 1.59552 1.00828 -1.39062
C -0.76518 1.19949 0.51609
C -1.98487 0.68196 0.91023
H -5.75258 -3.87413 0.19907
H -5.37590 -4.77780 -1.28840
H -4.11066 -4.43165 -0.09177
H -3.29660 -1.22329 -0.71167
H -4.09794 -1.99433 0.67908
H -4.34090 0.69670 -1.82976
H -6.01442 1.13532 -1.45778
H -5.66170 -0.31861 -2.40979
H -7.28998 -0.11915 0.28963
H -7.09782 -1.63146 -0.61332
H -6.56807 -1.51476 1.08193
H -4.05699 3.00890 -0.38124
H -1.86143 3.95381 -1.12126
H 2.70494 3.69553 0.34550
H 4.81675 2.35383 0.25236
H 6.67202 -2.61838 0.07810
H 7.44592 -1.22518 0.82511
H 6.77044 -2.50558 1.84717
H 4.31150 0.36853 2.04725
H 6.06724 0.54051 1.90926
H 5.37902 -0.65414 3.01620
H 4.34680 -3.01026 1.58728
H 4.15786 -2.62530 -0.11849
H 1.92160 -3.57974 0.48888
H 0.73114 -2.42220 1.13606
H 1.82452 -3.28065 2.22262
H 2.81148 -0.67714 -1.94166
H 0.69532 0.64503 -1.86404
H 0.15610 0.71447 0.80430
H -2.04090 -0.20774 1.51719
```

Charge distribution, natural (NBO) scheme, values in e: number 1, C, carries -0.721; number 2, C, carries 0.614; number 3, O, carries -0.541; number 4, C, carries -0.552; number 5, C, carries -0.203; number 6, C, carries -0.643; number 7, C, carries -0.647; number 8, S, carries 2.169; number 9, O, carries -0.959; number 10, O, carries -0.949; number 11, C, carries -0.381; number 12, C, carries -0.155; number 13, C, carries -0.260; number 14, C, carries 0.327; number 15, O, carries -0.473; number 16, C, carries 0.297; number 17, C, carries -0.238; number 18, C, carries -0.165; number 19, C, carries -0.330; number 20, S, carries 2.164; number 21, O, carries -0.948; number 22, O, carries -0.964; number 23, C, carries -0.223; number 24, C, carries -0.631; number 25, C, carries -0.648; number 26, C, carries -0.555; number 27, C, carries 0.625; number 28, C, carries -0.720; number 29, O, carries -0.561; number 30, C, carries -0.172; number 31, C, carries -0.224; number 32, C, carries -0.320; number 33, C, carries -0.105; number 34, H, carries 0.234; number 35, H, carries 0.235; number 36, H, carries 0.234; number 37, H, carries 0.243; number 38, H, carries 0.243; number 39, H, carries 0.219; number 40, H, carries 0.230; number 41, H, carries 0.246; number 42, H, carries 0.245; number 43, H, carries 0.224; number 44, H, carries 0.229; number 45, H, carries 0.245; number 46, H, carries 0.234; number 47, H, carries 0.233; number 48, H, carries 0.242; number 49, H, carries 0.232; number 50, H, carries 0.243; number 51, H, carries 0.218; number 52, H, carries 0.248; number 53, H, carries 0.233; number 54, H, carries 0.218; number 55, H, carries 0.239; number 56, H, carries 0.274; number 57, H, carries 0.229; number 58, H, carries 0.233; number 59, H, carries 0.240; number 60, H, carries 0.241; number 61, H, carries 0.226; number 62, H, carries 0.253; number 63, H, carries 0.232



> Which of these has the lowest HOMO-LUMO gap?

C24H30NO2



> Among the records above, which one has the lowest LUMO?

C24H30NO2



> What is the formula in the first record?

C24H30N4O5



> charge of number 1 (C24H30N4O5)?

0